C4H10NO2P in the gas phase, computed with the ωB97M-V functional and the def2-TZVPD basis.

The geometry in XYZ format:
```
18
Properties=species:S:1:pos:R:3
C -1.914 -0.972 0.098
N -0.811 -0.244 -0.321
C -0.649 1.020 0.374
C 0.505 1.775 -0.222
O 1.743 1.255 0.183
P 2.018 -0.232 -0.260
O 3.149 -0.770 0.455
C 0.471 -1.170 -0.092
H -1.841 -1.014 1.160
H -2.916 -0.435 -0.018
H -2.170 -2.032 -0.187
H -0.202 0.756 1.388
H -1.611 1.494 0.413
H 0.566 1.524 -1.324
H 0.498 2.777 -0.143
H 2.322 -0.242 -1.617
H 0.491 -1.556 0.868
H 0.354 -1.932 -0.756
```

Summary:
HOMO (eV): -9.2080
Kohn-Sham gap (eV): 10.11
SMILES: CN1CCO[P@@H](=O)C1
E (a.u.): -704.96998
Energy above the lowest of the compared OMol25 structures with the same formula, charge and spin (kcal/mol): 58.2

---

3 unconnected molecules or ions with the total composition C7H17NO, computed with the ωB97M-V functional and the def2-TZVPD basis.

The geometry in XYZ format:
```
26
Properties=species:S:1:pos:R:3
C -0.883 -0.173 0.362
C 1.238 -0.610 0.915
C -0.362 0.333 -0.851
C -1.668 -1.450 0.400
C 2.307 -1.531 0.367
C 0.251 1.689 -1.058
C -2.307 0.797 -1.401
N 1.705 0.719 1.313
O -1.066 0.642 1.409
H -0.144 1.057 1.588
H 0.886 -1.054 1.852
H -0.131 -0.414 -1.598
H 2.268 0.709 2.165
H 2.345 1.078 0.609
H -2.702 -1.235 0.664
H -1.283 -2.095 1.190
H -1.623 -1.980 -0.549
H 2.713 -1.150 -0.577
H 3.139 -1.685 1.072
H 1.873 -2.509 0.147
H -0.075 2.116 -2.006
H 1.334 1.617 -1.152
H -0.050 2.392 -0.282
H -2.566 1.659 -0.793
H -3.061 0.019 -1.343
H -2.140 1.059 -2.443
```

Summary:
HOMO (eV): -6.5314
Kohn-Sham gap (eV): 7.43
E (a.u.): -406.74315
Energy above the lowest of the compared OMol25 structures with the same formula, charge and spin (kcal/mol): 117.5

---

C7H8ClF3N2 in the gas phase, computed with the ωB97M-V functional and the def2-TZVPD basis.

The geometry in XYZ format:
```
21
Properties=species:S:1:pos:R:3
N 0.377 -1.117 2.268
C -0.466 -1.583 1.193
C -0.740 -0.528 0.138
N -1.055 0.645 0.485
C -1.008 1.794 -0.230
C 0.163 2.302 -0.668
C 1.415 1.612 -0.455
C 1.603 0.311 -0.694
Cl 3.041 -0.508 -0.189
C -1.066 -1.102 -1.243
F -0.221 -2.056 -1.663
F -2.275 -1.696 -1.157
F -1.165 -0.197 -2.223
H -0.009 -0.267 2.664
H 1.306 -0.905 1.916
H -1.424 -1.908 1.619
H 0.000 -2.453 0.723
H -1.899 2.405 -0.181
H 0.207 3.336 -0.963
H 2.187 2.177 0.049
H 1.029 -0.265 -1.387
```

Summary:
HOMO (eV): -8.7358
Kohn-Sham gap (eV): 9.01
SMILES: NC/C(=N/C=C\C=C\Cl)C(F)(F)F
E (a.u.): -1140.77890
Energy above the lowest of the compared OMol25 structures with the same formula, charge and spin (kcal/mol): 0.0

---

2 unconnected molecules or ions with the total composition C4H12, computed with the ωB97M-V functional and the def2-TZVPD basis.

The geometry in XYZ format:
```
16
Properties=species:S:1:pos:R:3
C -1.648 -1.821 1.772
C -1.514 -0.327 1.910
H -2.212 -2.316 2.552
H -2.240 -2.074 0.869
H -0.710 -2.309 1.533
H -2.500 0.121 1.945
H -1.012 -0.067 2.846
H -1.008 0.063 1.023
C 1.108 1.306 -2.321
C 2.149 0.913 -1.248
H 0.090 1.020 -1.964
H 1.187 2.342 -2.590
H 1.210 0.806 -3.285
H 2.307 -0.161 -1.381
H 1.703 1.063 -0.255
H 3.091 1.441 -1.404
```

Summary:
HOMO (eV): -11.6205
Kohn-Sham gap (eV): 12.66
SMILES: CC.CC
E (a.u.): -159.57439
Energy above the lowest of the compared OMol25 structures with the same formula, charge and spin (kcal/mol): 6.6

---

2 unconnected molecules or ions with the total composition C2HOS2, computed with the ωB97M-V functional and the def2-TZVPD basis.

The geometry in XYZ format:
```
6
Properties=species:S:1:pos:R:3
C 2.369 -0.183 -0.032
C -1.136 -0.064 -0.500
O -1.136 -1.041 -1.165
S -2.149 0.509 0.740
S 2.246 -0.021 1.479
H -0.193 0.800 -0.521
```

Summary:
HOMO (eV): -3.0135
Kohn-Sham gap (eV): 5.96
Net charge: -1
E (a.u.): -948.38201
Energy above the lowest of the compared OMol25 structures with the same formula, charge and spin (kcal/mol): 46.8

---

A molecular structure, C17H29N2S3SeSiV, computed with the ωB97M-V functional and the def2-TZVPD basis.

The geometry in XYZ format:
```
54
Properties=species:S:1:pos:R:3
V 0.313 -0.015 -0.103
C 2.475 1.064 1.910
C 1.542 0.420 2.926
S 0.382 -0.800 2.198
C -1.167 -0.328 3.016
C -1.661 1.044 2.596
S -1.577 1.267 0.783
C -0.885 2.944 0.687
C 0.560 3.066 1.164
S 1.659 1.792 0.452
H 3.082 1.834 2.385
H 3.156 0.332 1.479
H 2.134 -0.102 3.674
H 0.945 1.167 3.445
H -1.877 -1.112 2.756
H -1.004 -0.377 4.092
H -2.704 1.174 2.878
H -1.086 1.837 3.069
H -0.984 3.237 -0.357
H -1.530 3.598 1.273
H 0.967 4.029 0.862
H 0.639 3.003 2.248
C 3.665 -1.439 -3.638
N 3.940 -2.386 -2.556
C 3.208 -2.584 -1.463
Se 1.546 -1.829 -1.071
N 3.791 -3.529 -0.721
C 4.959 -3.973 -1.349
C 5.904 -4.928 -0.999
C 6.943 -5.108 -1.888
C 7.037 -4.365 -3.079
C 6.095 -3.417 -3.420
C 5.052 -3.240 -2.519
H 2.826 -0.814 -3.354
H 3.425 -1.981 -4.550
H 4.544 -0.819 -3.800
H 3.407 -3.870 0.146
H 5.830 -5.503 -0.084
H 7.706 -5.842 -1.665
H 7.869 -4.544 -3.746
H 6.168 -2.851 -4.340
C -0.777 -0.507 -3.542
Si -0.800 0.871 -2.293
C -2.534 1.524 -2.235
C 0.428 2.175 -2.802
H -1.201 -0.111 -4.472
H -1.390 -1.356 -3.232
H 0.234 -0.866 -3.741
H -2.814 1.830 -3.249
H -2.686 2.386 -1.582
H -3.223 0.736 -1.923
H 0.180 2.498 -3.820
H 1.446 1.777 -2.819
H 0.421 3.065 -2.167
```

Summary:
HOMO (alpha / beta) (eV): -14.1194 / -13.5575
Kohn-Sham gap (alpha / beta) (eV): 7.31 / 7.64
Net charge: +2
E (a.u.): -5603.69419
Energy above the lowest of the compared OMol25 structures with the same formula, charge and spin (kcal/mol): 0.0
Expectation value of S²: 2.317
Multiplicity: 3

---

C5H9N in the gas phase, computed with the ωB97M-V functional and the def2-TZVPD basis.

The geometry in XYZ format:
```
15
Properties=species:S:1:pos:R:3
C 2.913 -0.701 0.126
C 1.622 -0.407 0.308
C 0.731 0.171 -0.802
C -0.535 0.822 -0.248
C -1.550 0.000 0.060
N -2.839 0.229 0.560
H 3.555 -0.882 0.985
H 3.437 -0.587 -0.819
H 1.133 -0.861 1.165
H 0.437 -0.753 -1.301
H 1.233 0.894 -1.437
H -0.554 1.809 0.208
H -1.329 -1.059 -0.129
H -3.381 0.742 -0.119
H -3.308 -0.579 0.936
```

Summary:
HOMO (eV): -8.3483
Kohn-Sham gap (eV): 9.47
SMILES: C=CC/C=C/N
E (a.u.): -250.59244
Energy above the lowest of the compared OMol25 structures with the same formula, charge and spin (kcal/mol): 46.8

---

Number 1: strongest force on any atom 0.1020 Eh/bohr. Number 2: strongest force on any atom 0.1104 Eh/bohr. Number 3: strongest force on any atom 0.0219 Eh/bohr. Number 4: strongest force on any atom 0.0373 Eh/bohr. Number 5: strongest force on any atom 0.0970 Eh/bohr. Number 6: strongest force on any atom 0.0180 Eh/bohr. Number 7: strongest force on any atom 0.0320 Eh/bohr.